(one)
15
Properties=species:S:1:pos:R:3 method="wB97M-V/def2-TZVPD" orbital_gap_ev=9.9 e_lumo_ha=0.031 smiles="C1=NO[C@@H]2C[C@H]2OC1" total_charge=0
C 1.68436 0.02176 -0.09572
N 1.34969 -1.20608 -0.01942
O 0.20857 -1.73707 -0.15068
C -0.66886 -0.60752 0.33674
C -2.15284 -0.39128 0.12784
C -1.04056 0.58073 -0.42146
O -0.39729 1.73668 0.02718
C 1.01773 1.39914 0.12014
H 2.80507 0.11338 -0.08106
H -0.55614 -0.71761 1.41235
H -2.57395 -0.16873 1.01701
H -2.59946 -0.64155 -0.92338
H -0.94268 0.57388 -1.59747
H 1.70723 1.97875 -0.38801
H 1.18291 1.29056 1.27923


(two)
15
Properties=species:S:1:pos:R:3 method="wB97M-V/def2-TZVPD" orbital_gap_ev=5.6 e_lumo_ha=-0.097 total_charge=0
C -2.52092 -0.59628 0.21367
C -1.21045 -0.03457 -0.33384
C 0.46098 1.56136 0.01994
C 1.01421 0.35417 -0.10516
C 0.06360 -0.49182 -0.16910
H -3.38134 -0.32889 -0.55493
H -2.37272 -1.68615 0.24971
H -3.18238 -0.43254 1.22597
H -1.65913 2.05550 1.66226
H 1.03604 2.48019 0.28432
H 2.86073 0.78410 0.77153
H 1.66577 -1.85542 -0.35655
N -0.83992 1.39295 -0.35952
O 2.36004 -0.15340 0.13511
O 0.64846 -1.78717 0.05004


(three)
15
Properties=species:S:1:pos:R:3 method="wB97M-V/def2-TZVPD" orbital_gap_ev=10.7 e_lumo_ha=0.027 total_charge=0
C -1.91412 -0.23540 -0.15619
C -0.15874 0.68045 0.26075
C 1.20562 0.96642 -0.27557
C 0.83614 -1.41538 0.17572
C -0.41838 -0.73907 -0.30108
H -1.80685 1.87928 0.58690
H -0.10129 0.57832 1.35944
H 1.34824 1.33274 -1.33047
H 1.81572 1.64751 0.36394
H 1.16096 -2.30140 -0.33795
H 0.90161 -1.65356 1.28601
H -0.24095 -0.79723 -1.36734
N -1.45419 1.13082 -0.06899
O -3.03187 -0.70873 -0.08403
O 1.85811 -0.36476 -0.11114


Taking the most stable structure as the zero point, the relative energies in kcal/mol are (one) 96.9; (two) 179.7; (three) 0.0.


(one)
15
Properties=species:S:1:pos:R:3 method="wB97M-V/def2-TZVPD" orbital_gap_ev=10.4 e_lumo_ha=0.030 smiles="O=C1[C@H](O)CN2C[C@@H]12" total_charge=0
O 1.38764 1.99349 -0.23878
C 0.58093 1.11513 -0.15040
C 0.92145 -0.32174 0.29500
O 2.17489 -0.68387 -0.00173
C 0.03608 -1.17324 -0.50514
N -1.12261 -0.32502 -0.76961
C -1.69564 0.19905 0.51638
C -0.86521 1.08192 -0.26618
H 0.80703 -0.42914 1.33380
H 2.91936 0.00337 0.10990
H 0.72193 -1.28496 -1.37801
H -0.12014 -2.18941 -0.17997
H -1.41910 -0.27095 1.50617
H -2.84629 0.32245 0.49499
H -1.48034 1.96290 -0.76640


(two)
15
Properties=species:S:1:pos:R:3 method="wB97M-V/def2-TZVPD" orbital_gap_ev=9.0 e_lumo_ha=0.025 total_charge=0
C -0.67606 1.10479 0.71917
C -1.42481 -0.89881 -0.30014
C 1.30822 0.24344 -0.59544
C 0.83646 0.95711 0.65419
O -1.34072 0.52769 -0.36714
C -0.20839 -1.75077 -0.36016
O 1.57633 1.32688 1.52880
N 0.94608 -1.19273 -0.48534
H -0.91551 2.17415 0.71246
H -1.02788 0.68923 1.67740
H -1.96205 -1.19363 0.61634
H -2.05630 -1.18588 -1.14624
H 0.80235 0.66880 -1.46594
H 2.38948 0.33380 -0.69515
H 1.75282 -1.80409 -0.49280


(three)
15
Properties=species:S:1:pos:R:3 method="wB97M-V/def2-TZVPD" orbital_gap_ev=10.1 e_lumo_ha=0.033 smiles="C1=NOC[C@H]2O[C@@H]2C1" total_charge=0
C -0.93112 0.49648 1.34242
N -0.35769 -0.68446 1.64729
O 0.37030 -1.51380 0.85997
C 1.14167 -1.29296 -0.60806
C 0.83137 0.15310 -0.71930
O 0.30233 0.58350 -1.95521
C -0.53744 0.57386 -0.86485
C -0.87124 1.66104 0.37326
H -1.46771 0.78062 2.41259
H 2.19305 -1.46900 -0.08698
H 0.62938 -1.93340 -1.58233
H 1.58823 0.90092 -0.22538
H -1.48196 -0.06596 -1.02564
H -0.16149 2.56569 0.44323
H -1.97622 1.90552 0.15463


(four)
15
Properties=species:S:1:pos:R:3 method="wB97M-V/def2-TZVPD" orbital_gap_ev=6.5 e_lumo_ha=-0.026 total_charge=0
C 0.87140 2.08633 0.21723
C 0.18255 0.81556 -0.05515
C -0.39997 0.16790 -1.16624
C -0.58468 -1.14562 -0.80367
C -0.17540 -1.41216 0.49532
H 1.84456 2.16081 0.88997
H -0.11653 2.89207 0.62104
H 1.33264 2.60441 -0.93093
H -0.50202 0.52368 -2.16511
H -1.34883 -2.08513 -2.49974
H -0.73864 -1.94433 2.65106
H 0.83931 -0.02824 1.82051
N 0.13600 -0.08718 1.04052
O -1.25796 -2.12885 -1.51125
O -0.08241 -2.41926 1.39643


Taking the most stable structure as the zero point, the relative energies in kcal/mol are (one) 4.8; (two) 0.0; (three) 118.4; (four) 67.7.


(one)
15
Properties=species:S:1:pos:R:3 method="wB97M-V/def2-TZVPD" orbital_gap_ev=11.0 e_lumo_ha=0.037 smiles=C#CC[C@H](C)C#C total_charge=0
C -0.67297 -0.91525 -2.82056
C 0.04247 -0.46313 -1.96392
C 0.83881 0.00253 -0.82379
C -0.01269 -0.07122 0.46142
C -1.10885 0.99222 0.54326
C 0.79590 -0.19085 1.68000
C 1.29643 -0.60037 2.69544
H -1.29687 -1.31155 -3.59146
H 1.20985 1.02022 -0.99464
H 1.71801 -0.64124 -0.70469
H -0.51287 -1.04606 0.43275
H -0.71291 2.00565 0.41964
H -1.84864 0.80821 -0.24186
H -1.60700 0.93122 1.51544
H 1.66195 -1.08005 3.57239


(two)
15
Properties=species:S:1:pos:R:3 method="wB97M-V/def2-TZVPD" orbital_gap_ev="8.3 / 8.3" e_lumo_ha="-0.001 / -0.001" total_charge=0
C -1.11815 -0.68228 -1.05667
C -0.35018 -0.06807 0.11336
C -1.17054 0.08615 1.38620
C 0.97279 -0.69781 0.29865
C 2.14717 -0.16674 -0.09134
C 0.41373 1.12803 -0.29225
C 1.73969 1.16230 -0.52399
H -0.47295 -0.77144 -1.93388
H -1.97301 -0.04682 -1.30556
H -1.47643 -1.67592 -0.77296
H -1.53675 -0.89445 1.70414
H -0.56558 0.51377 2.18933
H -2.02268 0.74520 1.19535
H 3.11627 -0.65018 -0.01831
H 2.29661 2.01826 -0.89206


Taking the most stable structure as the zero point, the relative energies in kcal/mol are (one) 0.0; (two) 48.1.


(one)
15
Properties=species:S:1:pos:R:3 method="wB97M-V/def2-TZVPD" orbital_gap_ev="4.3 / 4.3" e_lumo_ha="-0.078 / -0.078" total_charge=0
C -3.45553 0.02727 -0.15450
C -4.49095 -0.68679 0.23536
C 0.36175 0.80574 -0.32570
C 0.74178 -0.58498 0.23702
C -1.10127 1.26028 0.15664
C 0.11000 -1.85747 -0.18920
C -2.28189 0.44311 -0.00217
H 0.97596 1.48097 0.08210
H 0.46827 0.83638 -1.43104
H 1.77567 -0.78990 0.17938
H 0.47991 -0.40373 1.22938
H -0.91331 1.33283 1.28502
H -1.29261 2.20993 -0.27005
H -0.92378 -1.87259 0.04134
H 0.47989 -2.53638 -0.90297


(two)
15
Properties=species:S:1:pos:R:3 method="wB97M-V/def2-TZVPD" orbital_gap_ev=8.4 e_lumo_ha=-0.003 total_charge=0
C 0.18911 -0.23294 -1.63108
C 0.09768 0.21742 -0.18627
C 1.00730 -0.35940 0.81558
C -0.50844 -0.75316 0.87001
C -0.61580 -2.13318 0.54022
C -0.32160 1.59217 0.01159
C -0.67526 2.73446 0.15184
H 0.90928 0.39561 -2.16487
H 0.50154 -1.27759 -1.67895
H -0.78526 -0.13936 -2.12101
H -1.05100 -0.24370 1.67026
H 1.69121 -1.13619 0.49140
H 1.32802 0.24287 1.65910
H -1.22414 -2.61036 1.33885
H -0.99124 3.74703 0.27377


Taking the most stable structure as the zero point, the relative energies in kcal/mol are (one) 99.5; (two) 0.0.


(one)
15
Properties=species:S:1:pos:R:3 method="wB97M-V/def2-TZVPD" orbital_gap_ev=9.7 e_lumo_ha=0.039 smiles="C#CC1=CCCC1" total_charge=0
C 3.30696 0.01386 -0.04042
C 2.13351 0.21686 -0.00896
C 0.74409 0.15230 0.02037
C -0.03385 1.23671 -0.05454
C -1.47563 0.84847 0.09055
C -1.56100 -0.65908 -0.13672
C -0.07593 -1.13428 0.08199
H 4.34746 -0.17594 0.01602
H 0.29110 2.30278 -0.12474
H -1.99765 1.37406 -0.71538
H -1.93123 1.19796 1.07743
H -2.23603 -1.20658 0.60202
H -2.01487 -0.83667 -1.15537
H 0.16670 -1.51678 1.05846
H 0.33637 -1.81366 -0.71071


(two)
15
Properties=species:S:1:pos:R:3 method="wB97M-V/def2-TZVPD" orbital_gap_ev=7.8 e_lumo_ha=0.007 total_charge=0
C -0.14981 -1.50419 -0.50437
C -0.51003 -0.09383 -0.13072
C 0.34855 1.02577 -0.68913
C 1.78155 0.89598 -0.36497
C 2.93766 0.74791 -0.07612
C -1.50323 0.14909 0.75331
C -2.46040 0.03527 1.63990
H 0.15502 -1.55823 -1.55315
H 0.70083 -1.86643 0.09088
H -0.98856 -2.18309 -0.33532
H -0.95252 0.56238 1.71734
H 0.23518 1.01202 -1.78673
H -0.02592 2.00204 -0.35925
H 3.96873 0.62669 0.18550
H -3.53707 0.14862 1.41283


Taking the most stable structure as the zero point, the relative energies in kcal/mol are (one) 0.0; (two) 107.3.


(one)
15
Properties=species:S:1:pos:R:3 method="wB97M-V/def2-TZVPD" orbital_gap_ev=10.0 e_lumo_ha=0.040 smiles=Cc1ccccc1 total_charge=0
C -0.97772 -1.72480 -0.89044
C -0.17865 -0.71045 -0.10125
C -0.88819 0.04540 0.82307
C -0.26135 1.13595 1.42626
C 0.87549 1.66526 0.79200
C 1.51834 0.97093 -0.21720
C 1.11419 -0.33921 -0.46770
H -1.83540 -1.30289 -1.41408
H -0.39899 -2.12798 -1.73250
H -1.20353 -2.58249 -0.25867
H -1.91015 -0.15109 1.11731
H -0.74361 1.89203 2.03567
H 0.97492 2.73067 0.87535
H 2.28604 1.46057 -0.79546
H 1.62861 -0.96190 -1.19235


(two)
15
Properties=species:S:1:pos:R:3 method="wB97M-V/def2-TZVPD" orbital_gap_ev=10.1 e_lumo_ha=0.040 smiles=Cc1ccccc1 total_charge=0
C -2.18913 0.73777 -0.31416
C -0.70556 0.16479 -0.20800
C -0.42450 -0.96070 0.59070
C 0.99077 -1.28579 0.96971
C 2.01536 -0.44052 0.51060
C 1.70515 0.44428 -0.52961
C 0.41280 0.66350 -0.87600
H -2.85497 -0.02346 -0.81351
H -2.29978 1.72582 -0.75251
H -2.57691 0.84335 0.75096
H -1.24676 -1.42321 0.98044
H 1.21125 -2.21401 1.48678
H 3.05991 -0.54328 0.83986
H 2.61688 0.94468 -1.04522
H 0.28551 1.36677 -1.59004


(three)
15
Properties=species:S:1:pos:R:3 method="wB97M-V/def2-TZVPD" orbital_gap_ev="8.3 / 8.3" e_lumo_ha="0.039 / 0.039" total_charge=0
C 1.96809 0.08503 0.08562
C 0.47001 0.05555 0.03807
C -0.41615 -1.11179 -0.43872
C -1.50603 -0.13823 -0.67826
C -1.59076 -0.18768 0.80489
C -0.40989 0.51272 1.15960
C -0.38209 0.89656 -0.83361
H 2.32472 1.10068 0.29238
H 2.35190 -0.57774 0.86807
H 2.38883 -0.23293 -0.87494
H -0.18457 -2.06897 -0.91154
H -2.36136 -0.28947 -1.33221
H -2.45584 -0.46157 1.39990
H -0.10074 0.91758 2.11833
H -0.09613 1.50025 -1.69758


(four)
15
Properties=species:S:1:pos:R:3 method="wB97M-V/def2-TZVPD" orbital_gap_ev="8.1 / 7.9" e_lumo_ha="-0.005 / -0.015" total_charge=0
C -0.61304 -1.84768 -0.32312
C -0.18015 0.45959 0.80175
C 0.50403 1.41445 -0.15340
C 1.89468 1.03681 -0.40998
C 3.03815 0.70953 -0.60246
C -1.52961 0.26079 0.75173
C -2.53412 -0.40054 0.43811
H -0.78868 -1.01511 -0.97108
H -0.24649 -2.76513 -0.79155
H -0.77163 -1.87508 0.73432
H 0.34501 0.25585 1.73341
H -0.05342 1.45926 -1.09687
H 0.48528 2.43277 0.26340
H 4.04797 0.41765 -0.78181
H -3.59796 -0.54316 0.40754


Taking the most stable structure as the zero point, the relative energies in kcal/mol are (one) 0.0; (two) 8.1; (three) 138.8; (four) 162.6.